Record 1
The following is a quantum chemistry calculation of 2 unconnected molecules or ions with the total composition C5H10O3 at a distorted geometry, from the Open Molecules 2025 dataset.

Each atom is followed by the atoms it is bonded to, with distances in Å.
Cartesian coordinates (Å):
1 O -2.58 0.01 1.01  C5 1.199
2 O 0.24 1.25 -1.27  C4 1.246
3 O -1.98 0.03 -1.16  C5 1.288, H17 1.188
4 C 0.29 1.61 -0.08  O2 1.246, C7 1.487, H15 1.094
5 C -1.89 -0.32 0.08  O1 1.199, O3 1.288, C6 1.682
6 C -0.50 -1.19 0.45  C5 1.682, C8 1.518, H11 1.095, H16 1.089
7 C 1.51 1.55 0.76  C4 1.487, H10 1.088, H14 1.087, H18 1.091
8 C 0.33 -1.72 -0.71  C6 1.518, H9 1.088, H12 1.090, H13 1.090
9 H 1.04 -0.99 -1.10  C8 1.088
10 H 1.23 1.31 1.79  C7 1.088
11 H -1.06 -2.02 0.89  C6 1.095
12 H 0.90 -2.59 -0.40  C8 1.090
13 H -0.30 -2.03 -1.54  C8 1.090
14 H 2.22 0.81 0.39  C7 1.087
15 H -0.57 2.15 0.34  C4 1.094
16 H 0.07 -0.80 1.29  C6 1.089
17 H -0.92 0.40 -1.54  O3 1.188
18 H 1.98 2.53 0.79  C7 1.091

Summary:
Lowest unoccupied orbital energy: -0.2 eV
SMILES string: CCC(=O)O.CC=O
Kohn-Sham gap: 0.3399 Ha
E_HOMO: -9.50 eV
Net charge: 0
Electronic energy: -422.1844 hartree
Energy above the lowest of the compared OMol25 structures with the same formula, charge and spin: 45.31 kcal per mole

Record 2
The following is a quantum chemistry calculation of 2 unconnected molecules or ions with the total composition C5H10O3 at a distorted geometry, from the Open Molecules 2025 dataset.

Each atom is followed by the atoms it is bonded to, with distances in Å.
Cartesian coordinates (Å):
1 O 3.19 -0.77 -1.24  H11 0.956, H17 1.038
2 O 0.26 0.82 3.06  C8 1.350, H10 1.053
3 O 1.61 -0.72 2.27  C8 1.208
4 C -1.20 0.16 -1.28  C6 1.358, C7 1.509, H9 1.037
5 C -0.09 0.40 0.79  C7 1.491, C8 1.542, H12 1.111, H18 1.132
6 C -2.51 0.18 -1.65  C4 1.358, H13 1.087, H16 1.103
7 C -0.67 -0.63 -0.11  C4 1.509, C5 1.491, H14 1.013, H15 1.065
8 C 0.67 0.00 2.07  O2 1.350, O3 1.208, C5 1.542
9 H -0.58 0.49 -2.05  C4 1.037
10 H 1.02 1.39 3.52  O2 1.053
11 H 3.08 -1.66 -1.58  O1 0.956
12 H -0.92 1.00 1.24  C5 1.111
13 H -2.95 0.87 -2.37  C6 1.087
14 H 0.00 -1.35 -0.36  C7 1.013
15 H -1.43 -1.24 0.33  C7 1.065
16 H -3.22 -0.06 -0.84  C6 1.103
17 H 3.31 -0.11 -2.03  O1 1.038
18 H 0.42 1.25 0.24  C5 1.132

Summary:
Lowest unoccupied orbital energy: 0.6 eV
SMILES string: C=CCCC(=O)O.O
Kohn-Sham gap: 0.3807 Ha
E_HOMO: -9.80 eV
Net charge: 0
Electronic energy: -422.1624 hartree
Energy above the lowest of the compared OMol25 structures with the same formula, charge and spin: 59.12 kcal per mole

Record 3
The following is a quantum chemistry calculation of C5H10O3 in the gas phase at a distorted geometry, from the Open Molecules 2025 dataset.

Each atom is followed by the atoms it is bonded to, with distances in Å.
Cartesian coordinates (Å):
1 O 0.31 -1.20 0.14  C7 1.372, C8 1.441
2 O 1.28 1.28 -0.33  C4 1.386, C5 1.413
3 O -2.94 0.37 -0.24  C6 1.462, H9 1.089
4 C 2.16 0.34 0.18  O2 1.386, C7 1.563, H15 1.116, H17 0.931
5 C -0.08 1.10 0.01  O2 1.413, C8 1.445, H16 1.040, H18 1.282
6 C -1.94 -0.64 0.10  O3 1.462, C8 1.519, H10 0.940, H11 1.190
7 C 1.62 -1.06 -0.25  O1 1.372, C4 1.563, H12 1.009, H14 1.072
8 C -0.57 -0.20 -0.39  O1 1.441, C5 1.445, C6 1.519, H13 1.005
9 H -3.02 1.21 0.45  O3 1.089
10 H -2.30 -1.42 -0.29  C6 0.940
11 H -1.99 -0.87 1.27  C6 1.190
12 H 2.25 -1.78 0.07  C7 1.009
13 H -0.58 -0.31 -1.39  C8 1.005
14 H 1.60 -1.12 -1.32  C7 1.072
15 H 2.09 0.47 1.29  C4 1.116
16 H -0.67 1.90 -0.29  C5 1.040
17 H 2.95 0.54 -0.27  C4 0.931
18 H -0.20 1.40 1.25  C5 1.282

Summary:
Lowest unoccupied orbital energy: 0.8 eV
SMILES string: OC[C@H]1COCCO1
Kohn-Sham gap: 0.3732 Ha
E_HOMO: -9.40 eV
Net charge: 0
Electronic energy: -422.0895 hartree
Energy above the lowest of the compared OMol25 structures with the same formula, charge and spin: 104.85 kcal per mole

Record 4
The following is a quantum chemistry calculation of 2 unconnected molecules or ions with the total composition C5H10O3 at a distorted geometry, from the Open Molecules 2025 dataset.

Each atom is followed by the atoms it is bonded to, with distances in Å.
Cartesian coordinates (Å):
1 O -3.98 1.24 -2.52  H14 0.897, H15 0.978
2 O 1.50 0.79 3.27  C7 1.208
3 O 2.45 -0.14 1.42  C7 1.393, H12 1.019
4 C 1.20 -0.39 -0.82  C5 1.316, C6 1.555, H10 1.050
5 C 0.97 -1.57 -1.37  C4 1.316, H11 1.014, H17 0.969
6 C 0.00 0.25 -0.06  C4 1.555, C8 1.554, H16 1.084, H18 1.111
7 C 1.36 0.27 2.19  O2 1.208, O3 1.393, C8 1.495
8 C 0.04 0.23 1.49  C6 1.554, C7 1.495, H9 1.171, H13 1.117
9 H -0.64 1.06 1.95  C8 1.171
10 H 2.05 0.23 -0.75  C4 1.050
11 H 0.08 -2.05 -1.43  C5 1.014
12 H 3.38 -0.02 1.82  O3 1.019
13 H -0.43 -0.67 1.96  C8 1.117
14 H -3.84 0.63 -1.87  O1 0.897
15 H -4.95 1.11 -2.61  O1 0.978
16 H -0.83 -0.38 -0.36  C6 1.084
17 H 1.63 -1.91 -1.98  C5 0.969
18 H -0.01 1.33 -0.33  C6 1.111

Summary:
Lowest unoccupied orbital energy: 0.6 eV
SMILES string: C=CCCC(=O)O.O
Kohn-Sham gap: 0.3811 Ha
E_HOMO: -9.74 eV
Net charge: 0
Electronic energy: -422.1665 hartree
Energy above the lowest of the compared OMol25 structures with the same formula, charge and spin: 56.50 kcal per mole